i:
{
  "formula": "C34H37HfN9O3",
  "method": "ωB97M-V/def2-TZVPD",
  "orbital_gap_ev": 6.73,
  "lumo_ev": -5.79,
  "total_charge": 2,
  "symbols": ["Hf", "O", "C", "N", "C", "C", "C", "C", "C", "C", "N", "C", "C", "C", "C", "C", "N", "H", "H", "H", "H", "H", "H", "H", "H", "H", "H", "C", "C", "N", "C", "C", "N", "C", "C", "N", "H", "H", "H", "H", "H", "H", "H", "H", "H", "H", "H", "H", "H", "H", "H", "C", "O", "C", "C", "C", "C", "C", "C", "N", "N", "C", "C", "C", "C", "O", "C", "N", "C", "C", "C", "C", "H", "H", "H", "H", "H", "H", "H", "H", "H", "H", "H", "H"],
  "positions_angstrom": [[-0.268, 0.350, 0.291], [-0.161, -3.698, -0.824], [-0.577, -2.563, -0.668], [-0.249, -1.737, 0.357], [0.482, -2.409, 1.425], [0.980, -1.443, 2.456], [1.670, -1.896, 3.574], [2.027, -0.994, 4.557], [1.675, 0.346, 4.404], [1.012, 0.728, 3.264], [0.683, -0.144, 2.289], [-1.595, -1.990, -1.625], [-2.364, -2.876, -2.363], [-3.383, -2.378, -3.160], [-3.581, -1.004, -3.191], [-2.747, -0.195, -2.444], [-1.762, -0.659, -1.667], [-0.184, -3.115, 1.934], [1.298, -3.027, 1.035], [1.902, -2.949, 3.664], [2.552, -1.327, 5.442], [1.906, 1.073, 5.169], [0.704, 1.754, 3.112], [-2.153, -3.933, -2.289], [-4.014, -3.044, -3.731], [-4.371, -0.561, -3.783], [-2.899, 0.883, -2.461], [3.083, 0.357, -0.740], [2.979, 1.331, 0.431], [1.672, 1.993, 0.349], [1.620, 3.002, -0.733], [0.265, 2.978, -1.423], [-0.143, 1.575, -1.684], [0.663, 0.931, -2.760], [1.339, -0.381, -2.333], [1.791, -0.345, -0.926], [3.895, -0.347, -0.562], [3.330, 0.896, -1.655], [3.812, 2.039, 0.393], [3.045, 0.793, 1.377], [1.468, 2.469, 1.219], [2.405, 2.783, -1.456], [1.806, 4.009, -0.359], [0.309, 3.554, -2.351], [-0.487, 3.428, -0.779], [-1.110, 1.613, -1.988], [1.421, 1.640, -3.094], [0.037, 0.711, -3.624], [2.169, -0.574, -3.017], [0.648, -1.212, -2.441], [1.924, -1.310, -0.642], [-4.315, 1.671, -6.027], [-5.572, 1.408, -5.426], [-5.792, 1.812, -4.168], [-4.816, 2.372, -3.339], [-5.139, 2.752, -2.048], [-6.445, 2.606, -1.569], [-7.423, 2.081, -2.426], [-7.100, 1.665, -3.693], [-6.918, 3.015, -0.307], [-6.187, 3.191, 0.672], [-4.836, 2.913, 0.793], [-3.937, 3.906, 1.137], [-2.575, 3.628, 1.294], [-2.093, 2.349, 1.114], [-0.781, 2.028, 1.142], [-3.005, 1.299, 0.902], [-2.475, 0.037, 0.886], [-3.314, -0.981, 0.796], [-4.691, -0.822, 0.644], [-5.226, 0.447, 0.594], [-4.387, 1.560, 0.748], [-4.412, 1.375, -7.067], [-3.519, 1.083, -5.560], [-4.066, 2.733, -5.979], [-3.815, 2.541, -3.714], [-4.384, 3.225, -1.435], [-8.438, 2.013, -2.055], [-7.844, 1.253, -4.361], [-4.301, 4.918, 1.252], [-1.883, 4.425, 1.539], [-2.878, -1.972, 0.841], [-5.326, -1.693, 0.570], [-6.295, 0.583, 0.478]],
  "mulliken_charge": [1.846, -0.660, -0.749, 1.054, -1.645, 0.648, -1.033, -0.420, -1.099, -0.015, 0.342, 0.829, -1.031, -1.018, -0.643, -0.071, 0.763, 0.611, 0.621, 0.572, 0.472, 0.490, 0.380, 0.643, 0.508, 0.478, -0.032, -0.866, -0.835, -0.291, -0.853, -0.596, -0.226, -0.670, -1.073, -0.225, 0.528, 0.345, 0.486, 0.310, 0.384, 0.217, 0.621, 0.719, 0.046, -0.234, 0.615, 0.513, 0.594, 0.367, 0.331, -0.698, -0.441, 0.636, -0.358, 0.000, -0.233, -0.243, -0.875, -0.274, -0.659, 0.162, -0.343, -0.687, 0.064, -0.469, 0.645, -0.205, -0.177, -1.410, -0.667, 0.486, 0.279, 0.196, 0.347, 0.526, 0.553, 0.516, 0.501, 0.478, 0.571, 0.585, 0.517, 0.630]
}



ii:
{
  "formula": "C34H37HfN9O3",
  "method": "ωB97M-V/def2-TZVPD",
  "orbital_gap_ev": 6.05,
  "lumo_ev": -6.29,
  "total_charge": 2,
  "symbols": ["Hf", "O", "C", "N", "C", "C", "C", "C", "C", "C", "N", "C", "C", "C", "C", "C", "N", "H", "H", "H", "H", "H", "H", "H", "H", "H", "H", "C", "C", "N", "C", "C", "N", "C", "C", "N", "H", "H", "H", "H", "H", "H", "H", "H", "H", "H", "H", "H", "H", "H", "H", "C", "O", "C", "C", "C", "C", "C", "C", "N", "N", "C", "C", "C", "C", "O", "C", "N", "C", "C", "C", "C", "H", "H", "H", "H", "H", "H", "H", "H", "H", "H", "H", "H"],
  "positions_angstrom": [[1.863, 0.916, 0.660], [0.036, 3.885, 2.313], [0.991, 3.137, 2.207], [1.021, 1.796, 2.336], [-0.177, 1.171, 2.874], [-0.525, -0.049, 2.052], [-1.729, -0.889, 2.536], [-0.761, -3.258, 1.728], [-0.983, -3.086, 0.288], [-0.497, -2.047, -0.388], [0.166, -0.962, 0.213], [2.408, 3.645, 2.119], [2.663, 4.944, 2.540], [3.965, 5.311, 2.833], [4.954, 4.345, 2.721], [4.616, 3.087, 2.246], [3.373, 2.726, 1.913], [-1.012, 1.887, 2.843], [0.014, 0.880, 3.914], [-2.138, -0.495, 3.469], [-0.782, -4.289, 2.056], [-1.456, -3.894, -0.245], [-0.667, -1.950, -1.453], [1.825, 5.612, 2.674], [4.195, 6.304, 3.185], [5.970, 4.554, 3.018], [5.385, 2.329, 2.162], [4.977, 1.411, -0.539], [4.802, 0.112, 0.261], [3.588, -0.574, -0.187], [3.639, -1.063, -1.573], [2.295, -0.776, -2.260], [1.701, 0.499, -1.816], [2.055, 1.681, -2.617], [3.393, 2.311, -2.194], [3.683, 2.094, -0.763], [5.438, 1.172, -1.502], [5.680, 2.064, -0.022], [4.676, 0.319, 1.330], [5.697, -0.507, 0.121], [3.410, -1.362, 0.438], [3.829, -2.140, -1.617], [4.449, -0.571, -2.109], [1.604, -1.578, -1.995], [2.433, -0.785, -3.345], [0.694, 0.385, -1.927], [1.260, 2.417, -2.482], [2.103, 1.434, -3.684], [3.347, 3.379, -2.421], [4.196, 1.891, -2.803], [3.730, 3.009, -0.320], [-5.783, -4.344, -4.284], [-6.621, -3.542, -3.470], [-6.247, -3.123, -2.277], [-7.128, -2.230, -1.624], [-6.782, -1.634, -0.447], [-5.504, -1.869, 0.114], [-4.681, -2.863, -0.464], [-5.046, -3.484, -1.626], [-5.115, -1.062, 1.115], [-4.007, -0.983, 1.624], [-2.765, -0.752, 1.440], [-1.184, -2.288, 2.819], [0.255, -2.372, 2.396], [0.579, -1.081, 1.675], [1.875, -0.675, 1.764], [-0.781, 0.227, 0.562], [-0.211, 1.398, -0.031], [-0.928, 1.981, -1.000], [-2.189, 1.599, -1.417], [-2.892, 0.640, -0.674], [-2.237, -0.006, 0.341], [-6.121, -4.186, -5.308], [-5.896, -5.400, -4.028], [-4.733, -4.059, -4.201], [-8.070, -2.011, -2.097], [-7.439, -0.935, 0.042], [-3.754, -3.123, 0.027], [-4.417, -4.259, -2.037], [-1.505, -2.731, 3.749], [1.045, -2.769, 3.012], [-0.480, 2.866, -1.438], [-2.686, 2.140, -2.204], [-3.948, 0.494, -0.845]],
  "mulliken_charge": [1.714, -0.692, 0.195, 0.148, -1.143, 1.092, -0.972, -0.403, -1.466, -0.235, 0.188, 0.650, -0.912, -0.407, -0.982, -0.150, -0.133, 0.527, 0.416, 0.913, 0.649, 0.766, 0.475, 0.539, 0.460, 0.450, 0.552, -0.889, -0.869, -0.280, -0.915, -0.706, -0.282, -0.480, -0.844, -0.267, 0.538, 0.465, 0.432, 0.452, 0.474, 0.573, 0.227, 0.149, 0.667, 0.222, 0.042, 0.554, 0.522, 0.310, 0.353, -0.784, -0.366, 0.910, -0.703, -0.227, -0.222, -0.272, -0.557, -1.486, 0.444, 0.371, -0.763, -1.391, 0.975, -0.886, 1.530, -0.633, -0.379, -2.120, -0.526, 0.398, 0.256, 0.342, 0.334, 0.460, 0.472, 0.507, 0.505, 0.591, 0.537, 0.930, 0.463, 0.599]
}



How do the energies compare? Relative to the most stable structure, in kcal/mol: i 0.0; ii 124.4.



i:
{
  "formula": "C2H2Cl3P",
  "method": "ωB97M-V/def2-TZVPD",
  "orbital_gap_ev": [6.06, 6.56],
  "lumo_ev": [-1.52, -1.14],
  "symbols": ["C", "C", "P", "Cl", "Cl", "Cl", "H", "H"],
  "positions_angstrom": [[-0.437, 0.886, 0.579], [-0.426, -0.616, 0.552], [1.143, 0.614, -1.718], [-1.996, 1.547, 0.616], [1.234, -1.019, -0.316], [-1.669, -1.564, -0.269], [-0.199, -1.066, 1.662], [2.351, 1.219, -1.106]],
  "mulliken_charge": [-0.196, 0.047, -0.090, -0.068, 0.010, -0.101, 0.334, 0.064]
}



ii:
{
  "formula": "C2H2Cl3P",
  "method": "ωB97M-V/def2-TZVPD",
  "orbital_gap_ev": [7.46, 7.86],
  "lumo_ev": [-1.21, -0.92],
  "symbols": ["H", "P", "C", "Cl", "C", "Cl", "Cl", "H"],
  "positions_angstrom": [[2.470, 0.829, 0.662], [1.243, 1.396, 0.794], [0.407, -0.265, -0.009], [1.369, -1.631, 0.026], [-0.980, -0.198, -0.362], [-1.374, 1.453, -0.263], [-2.117, -1.097, 0.582], [-1.018, -0.487, -1.429]],
  "mulliken_charge": [-0.003, 0.093, -0.245, -0.123, 0.332, -0.167, -0.130, 0.243]
}



How do the energies compare? Relative to the most stable structure, in kcal/mol: i 69.8; ii 0.0.



i:
{
  "formula": "C2H2F2O2",
  "method": "ωB97M-V/def2-TZVPD",
  "orbital_gap_ev": 11.20,
  "lumo_ev": 0.75,
  "symbols": ["C", "C", "O", "O", "F", "F", "H", "H"],
  "positions_angstrom": [[-1.005, 0.263, -1.433], [1.195, 0.082, 2.293], [-0.078, -0.398, -1.251], [1.017, -1.073, 1.733], [-2.253, -0.229, -1.636], [1.246, 1.123, 1.303], [-1.142, 1.395, -1.703], [1.020, -1.163, 0.694]],
  "mulliken_charge": [0.315, 0.050, -0.363, -0.229, -0.196, -0.182, 0.235, 0.370]
}



ii:
{
  "formula": "C2H2F2O2",
  "method": "ωB97M-V/def2-TZVPD",
  "orbital_gap_ev": 11.04,
  "lumo_ev": 0.68,
  "symbols": ["C", "C", "O", "O", "F", "F", "H", "H"],
  "positions_angstrom": [[-1.623, -0.148, 0.123], [1.240, 0.316, -0.735], [-1.054, 0.771, 0.593], [2.280, 0.763, -0.247], [-2.398, -0.210, -0.962], [0.853, -0.798, 0.019], [-1.757, -1.125, 0.584], [2.459, 0.430, 0.625]],
  "mulliken_charge": [0.342, 0.056, -0.388, -0.173, -0.202, -0.213, 0.275, 0.301]
}



iii:
{
  "formula": "C2H2F2O2",
  "method": "ωB97M-V/def2-TZVPD",
  "orbital_gap_ev": 12.30,
  "lumo_ev": 0.91,
  "symbols": ["O", "C", "O", "C", "F", "F", "H", "H"],
  "positions_angstrom": [[0.663, 1.637, 0.289], [1.173, 0.592, 0.228], [0.577, -0.555, -0.141], [-0.871, -0.545, -0.108], [-1.346, -0.917, -1.291], [-1.396, -1.306, 0.817], [2.264, 0.555, 0.265], [-1.064, 0.538, -0.059]],
  "mulliken_charge": [-0.428, 0.203, -0.317, 0.379, -0.248, -0.223, 0.371, 0.264]
}



How do the energies compare? Relative to the most stable structure, in kcal/mol: i 47.5; ii 49.2; iii 0.0.



i:
{
  "formula": "C4H14O4",
  "method": "ωB97M-V/def2-TZVPD",
  "orbital_gap_ev": 10.98,
  "lumo_ev": 0.62,
  "symbols": ["O", "C", "C", "C", "C", "O", "H", "H", "H", "H", "H", "H", "H", "H", "H", "H", "O", "H", "H", "O", "H", "H"],
  "positions_angstrom": [[2.166, -1.291, -1.756], [0.841, -1.071, -2.167], [-0.031, -1.089, -0.976], [0.242, 0.108, -0.048], [1.398, -0.044, 0.871], [0.840, 0.081, 2.227], [2.222, -2.063, -1.124], [0.898, -0.119, -2.666], [0.730, -1.804, -2.924], [0.083, -1.961, -0.347], [-1.029, -0.910, -1.372], [-0.538, 0.207, 0.783], [0.427, 1.080, -0.642], [2.270, 0.621, 0.722], [1.772, -1.036, 0.773], [1.307, -0.678, 2.691], [-1.419, 2.249, 2.109], [-0.561, 1.936, 2.119], [-1.954, 1.647, 1.600], [-3.238, 1.109, 0.339], [-2.632, 1.191, -0.466], [-3.794, 1.837, 0.254]],
  "mulliken_charge": [-0.553, -0.556, -0.766, 0.214, -0.616, -0.548, 0.317, 0.310, 0.343, 0.431, 0.182, 0.017, 0.179, 0.242, 0.434, 0.311, -0.634, 0.309, 0.399, -0.677, 0.344, 0.317]
}



ii:
{
  "formula": "C4H14O4",
  "method": "ωB97M-V/def2-TZVPD",
  "orbital_gap_ev": 10.51,
  "lumo_ev": 0.64,
  "symbols": ["C", "C", "O", "C", "C", "O", "H", "H", "H", "H", "H", "H", "H", "H", "H", "H", "O", "H", "H", "O", "H", "H"],
  "positions_angstrom": [[-0.964, -0.668, 1.209], [-0.618, 0.777, 0.824], [-1.247, 1.706, 1.739], [-1.084, 1.088, -0.597], [-0.172, 0.455, -1.614], [-0.457, 0.889, -2.970], [-0.056, -1.251, 1.411], [-1.374, -1.196, 0.351], [-1.429, -0.795, 2.186], [0.429, 0.930, 1.025], [-2.163, 1.442, 1.872], [-2.075, 0.660, -0.658], [-1.078, 2.166, -0.700], [0.893, 0.648, -1.467], [-0.240, -0.620, -1.711], [-0.886, 1.749, -2.940], [2.152, -0.358, 2.497], [2.499, -0.050, 3.357], [2.865, -0.177, 1.873], [1.805, -2.147, -1.674], [1.476, -3.005, -1.378], [1.726, -2.242, -2.636]],
  "mulliken_charge": [-1.214, 0.351, -0.597, -0.875, -0.126, -0.552, 0.194, 0.335, 0.404, 0.364, 0.322, 0.315, 0.378, 0.209, 0.198, 0.303, -0.618, 0.304, 0.311, -0.635, 0.313, 0.315]
}



How do the energies compare? Relative to the most stable structure, in kcal/mol: i 17.6; ii 0.0.